[1]
The following is a quantum chemistry calculation of 2 unconnected molecules or ions with the total composition C2HCl2FS, from the Open Molecules 2025 dataset.

Summary:
**Gap between HOMO and LUMO (alpha / beta)**: 8.21 / 7.22 eV
**E_HOMO (alpha / beta)**: -8.80 / -8.51 eV
**Energy above the lowest of the compared OMol25 structures with the same formula, charge and spin**: 96.8 kcal/mol
**Total charge**: 0

Each line ends with the natural charge from an NBO analysis.
Element x y z (Å)
1 C -0.81 -0.15 -1.73  0.19
2 C 0.84 0.40 1.74  -0.32
3 F -1.89 0.51 -1.98  -0.32
4 S -0.27 -1.23 -2.78  0.03
5 Cl -0.01 0.78 0.35  0.16
6 Cl 0.18 -0.88 2.67  0.05
7 H 1.96 0.59 1.72  0.22


[2]
The following is a quantum chemistry calculation of a molecular structure, C47H32ClN8OPS2SeTi, from the Open Molecules 2025 dataset.

Summary:
**Spin multiplicity**: 3
**Gap between HOMO and LUMO (alpha / beta)**: 4.54 / 5.98 eV
**E_HOMO (alpha / beta)**: -0.67 / -2.11 eV
**Total charge**: -2

Each line ends with the Mulliken spin population.
Element x y z (Å)
1 Ti 0.38 0.79 0.28  1.04
2 S -1.29 -0.80 1.23  -0.01
3 C -2.81 -0.38 0.48  0.02
4 C -3.90 -1.14 0.90  0.00
5 N -4.77 -1.78 1.29  0.00
6 C -2.96 0.64 -0.44  -0.01
7 S -1.71 1.69 -1.00  -0.02
8 C -4.21 0.92 -1.01  0.00
9 N -5.19 1.23 -1.53  0.00
10 C 4.39 -3.82 -2.37  0.00
11 C 4.70 -3.01 -1.29  0.00
12 C 3.74 -2.68 -0.35  0.00
13 C 2.45 -3.19 -0.47  0.00
14 C 2.14 -4.00 -1.56  0.00
15 C 3.10 -4.32 -2.50  0.00
16 P 1.01 -2.68 0.56  0.00
17 C 0.84 -4.25 1.52  0.00
18 C -0.41 -4.55 2.06  0.00
19 C -0.60 -5.74 2.75  0.00
20 C 0.44 -6.62 2.93  0.00
21 C 1.69 -6.32 2.41  0.00
22 C 1.88 -5.15 1.70  0.00
23 C 1.77 -1.59 1.84  -0.04
24 C 2.41 -2.12 2.95  -0.01
25 C 2.91 -1.28 3.94  0.01
26 C 2.74 0.09 3.81  0.00
27 C 2.09 0.61 2.71  -0.01
28 C 1.58 -0.20 1.68  0.01
29 H 5.14 -4.05 -3.11  0.00
30 H 5.71 -2.62 -1.19  0.00
31 H 3.98 -2.02 0.47  0.00
32 H 1.13 -4.38 -1.67  0.00
33 H 2.85 -4.95 -3.35  0.00
34 H -1.22 -3.84 1.95  0.00
35 H -1.58 -5.98 3.15  0.00
36 H 0.30 -7.54 3.49  0.00
37 H 2.52 -7.00 2.55  0.00
38 H 2.86 -4.93 1.28  0.00
39 H 2.53 -3.19 3.06  0.00
40 H 3.41 -1.70 4.80  0.00
41 H 3.11 0.75 4.59  0.00
42 H 1.98 1.69 2.65  0.01
43 Se 0.62 8.39 0.42  0.18
44 N -0.45 7.18 1.22  0.24
45 C 0.03 5.97 0.95  -0.04
46 C -0.56 4.76 1.43  0.12
47 C -1.69 4.72 2.25  -0.03
48 C -2.16 3.49 2.68  0.06
49 C -1.49 2.33 2.30  -0.03
50 N -0.42 2.32 1.51  0.02
51 C 0.05 3.52 1.07  0.06
52 C 1.22 3.49 0.28  0.12
53 N 1.76 2.25 0.04  -0.03
54 C 2.99 2.20 -0.46  0.05
55 C 3.70 3.33 -0.85  0.05
56 C 3.11 4.58 -0.75  0.00
57 C 1.86 4.69 -0.14  0.07
58 C 1.22 5.93 0.15  -0.04
59 N 1.71 7.11 -0.23  0.24
60 H -2.18 5.64 2.52  0.01
61 H -3.04 3.42 3.29  0.01
62 H -1.85 1.36 2.63  -0.01
63 H 3.44 1.21 -0.54  -0.01
64 H 4.69 3.22 -1.27  0.00
65 H 3.62 5.48 -1.07  0.01
66 N -2.06 -5.55 -1.00  0.00
67 C -2.55 -5.24 -2.23  0.00
68 O -3.05 -6.10 -2.95  0.00
69 C -2.41 -3.83 -2.65  0.00
70 C -2.81 -3.48 -3.95  0.00
71 C -2.69 -2.17 -4.37  0.00
72 C -2.18 -1.23 -3.48  0.00
73 N -1.80 -1.55 -2.25  0.00
74 C -1.91 -2.80 -1.85  0.00
75 H -2.26 -6.47 -0.64  0.00
76 H -1.82 -4.84 -0.34  0.00
77 H -3.20 -4.25 -4.61  0.00
78 H -2.98 -1.87 -5.37  0.00
79 H -2.06 -0.19 -3.74  0.00
80 H -1.57 -2.97 -0.83  0.00
81 Cl 3.48 3.42 -5.73  0.00
82 C 2.75 2.40 -4.52  0.00
83 C 1.45 2.65 -4.10  0.01
84 C 0.87 1.82 -3.17  -0.01
85 C 1.57 0.74 -2.60  0.00
86 C 0.97 -0.10 -1.58  0.03
87 C 2.88 0.52 -3.06  0.00
88 C 3.46 1.34 -4.01  0.00
89 H 0.90 3.48 -4.52  0.00
90 H -0.15 2.02 -2.87  -0.02
91 H 1.58 -1.00 -1.41  0.00
92 H -0.05 -0.40 -1.86  -0.05
93 H 3.44 -0.32 -2.67  0.00
94 H 4.47 1.14 -4.36  0.00


[3]
The following is a quantum chemistry calculation of a molecular structure, C27H31N7OS2Ti, from the Open Molecules 2025 dataset.

Summary:
**Spin multiplicity**: 3
**Gap between HOMO and LUMO (alpha / beta)**: 5.74 / 7.03 eV
**E_HOMO (alpha / beta)**: -5.67 / -7.24 eV
**Energy above the lowest of the compared OMol25 structures with the same formula, charge and spin**: 12.6 kcal/mol
**Total charge**: 0

Each line ends with the Mulliken spin population.
Element x y z (Å)
1 Ti -0.91 -0.07 -0.55  0.93
2 C -2.93 3.15 1.57  -0.03
3 C -2.26 2.28 0.55  0.24
4 N -1.72 1.09 0.85  0.06
5 N -1.86 0.56 2.14  -0.03
6 C -1.42 -0.66 2.12  0.05
7 O -0.96 -1.24 1.04  0.02
8 C -1.53 -1.49 3.34  0.00
9 C -1.22 -2.84 3.28  0.02
10 C -1.34 -3.64 4.41  -0.01
11 C -1.76 -3.09 5.61  0.01
12 C -2.06 -1.73 5.67  -0.01
13 C -1.94 -0.93 4.55  0.01
14 C -2.16 2.63 -0.82  0.18
15 C -2.62 3.86 -1.36  0.06
16 C -2.45 4.12 -2.69  0.04
17 C -1.80 3.17 -3.51  0.13
18 C -1.39 1.99 -2.93  -0.02
19 N -1.57 1.70 -1.64  0.14
20 H -2.99 2.63 2.52  0.00
21 H -2.37 4.08 1.73  0.02
22 H -3.93 3.43 1.25  0.01
23 H -0.88 -3.26 2.34  0.00
24 H -1.10 -4.69 4.35  0.00
25 H -1.85 -3.71 6.49  0.00
26 H -2.38 -1.30 6.61  0.00
27 H -2.17 0.12 4.59  0.00
28 H -3.10 4.58 -0.71  0.02
29 H -2.79 5.06 -3.11  0.00
30 H -1.62 3.35 -4.56  0.01
31 H -0.87 1.24 -3.51  0.01
32 C 3.19 -2.12 0.65  0.00
33 N 3.67 -0.78 0.47  0.00
34 C 4.91 -0.51 -0.25  0.00
35 C 5.02 1.02 -0.16  0.00
36 N 4.10 1.32 0.93  0.00
37 C 3.24 0.29 1.15  0.00
38 S 1.88 0.38 2.10  0.00
39 H 3.80 -2.67 1.36  0.00
40 H 3.20 -2.64 -0.31  0.00
41 H 2.17 -2.07 1.02  0.00
42 H 4.82 -0.85 -1.29  0.00
43 H 5.75 -1.02 0.22  0.00
44 H 4.70 1.49 -1.09  0.00
45 H 6.03 1.34 0.08  0.00
46 H 3.75 2.25 1.09  0.00
47 C 1.49 2.47 -1.16  0.02
48 C 1.70 1.11 -1.76  0.00
49 C 2.62 0.71 -2.70  0.00
50 C 2.45 -0.69 -2.88  -0.01
51 C 1.43 -1.07 -2.04  0.00
52 C 0.89 -2.44 -1.78  0.03
53 N 0.96 0.03 -1.35  0.06
54 H 2.43 3.03 -1.14  0.00
55 H 1.13 2.38 -0.13  0.00
56 H 0.77 3.07 -1.72  0.00
57 H 3.33 1.35 -3.20  0.00
58 H 3.02 -1.34 -3.51  0.00
59 H 1.68 -3.18 -1.85  0.00
60 H 0.12 -2.75 -2.50  0.00
61 H 0.46 -2.53 -0.78  -0.01
62 S -4.37 -2.86 -1.72  0.01
63 C -3.35 -2.59 -3.07  -0.01
64 C -2.39 -1.68 -2.77  0.04
65 N -2.45 -1.21 -1.48  -0.04
66 C -3.45 -1.75 -0.82  0.05
67 H -3.50 -3.10 -4.00  0.00
68 H -1.62 -1.31 -3.43  0.00
69 H -3.66 -1.51 0.21  -0.01